(1)
Here is a structure of composition C41H33Cl4IrN2O4P2Te from OMol25. Energies are from ωB97M-V/def2-TZVPD.

Geometry as ORCA input:
```
! wB97M-V def2-TZVPD RIJCOSX def2/J DEFGRID3
* xyz 0 1
Ir 0.256 -0.388 -0.209
Cl -2.586 0.267 6.186
C -2.135 -0.407 4.674
C -2.848 -1.493 4.150
Cl -4.102 -2.209 5.085
C -2.546 -1.988 2.892
Cl -3.450 -3.294 2.230
C -1.531 -1.416 2.098
O -1.233 -1.810 0.923
C -0.775 -0.302 2.660
O 0.134 0.217 1.935
C -1.097 0.155 3.951
Cl -0.222 1.483 4.603
Te -1.284 1.724 -4.810
C -0.790 0.138 -6.172
C 0.080 0.281 -7.240
C 0.391 -0.849 -7.982
N -0.106 -2.045 -7.740
C -0.968 -2.166 -6.745
C -1.345 -1.111 -5.934
C -0.664 0.493 -3.208
P -1.541 0.151 -1.679
C -2.796 -1.045 -2.265
C -3.708 -0.656 -3.241
C -4.542 -1.596 -3.818
C -4.481 -2.919 -3.413
C -3.619 -3.296 -2.398
C -2.766 -2.365 -1.830
C -2.574 1.554 -1.149
C -2.405 2.871 -1.561
C -3.118 3.888 -0.949
C -3.984 3.604 0.093
C -4.172 2.290 0.497
C -3.470 1.273 -0.116
P 1.060 0.512 -2.770
C 2.041 0.573 -4.318
C 2.600 1.801 -4.666
C 3.465 1.895 -5.741
C 3.779 0.761 -6.472
C 3.204 -0.457 -6.147
C 2.343 -0.557 -5.069
C 1.305 -1.235 -2.234
C 0.545 -2.286 -2.773
C 0.880 -3.595 -2.499
C 1.979 -3.888 -1.703
C 2.750 -2.864 -1.182
C 2.426 -1.541 -1.438
H 0.520 1.236 -7.487
H 1.084 -0.791 -8.812
H -1.377 -3.154 -6.590
H -2.060 -1.257 -5.136
H -3.770 0.383 -3.539
H -5.240 -1.297 -4.585
H -5.117 -3.653 -3.886
H -3.609 -4.316 -2.044
H -2.098 -2.650 -1.031
H -1.715 3.113 -2.363
H -3.000 4.907 -1.293
H -4.511 4.399 0.597
H -4.872 2.066 1.287
H -3.594 0.244 0.195
H 2.366 2.682 -4.083
H 3.906 2.846 -6.004
H 4.481 0.825 -7.291
H 3.430 -1.335 -6.737
H 1.902 -1.513 -4.819
H -0.284 -2.058 -3.430
H 0.297 -4.392 -2.931
H 2.243 -4.915 -1.509
H 3.629 -3.090 -0.597
H 3.085 -0.748 -1.107
O 3.149 3.031 0.451
C 2.046 2.362 0.187
O 2.066 1.172 -0.039
C 0.789 3.222 0.156
N 1.196 4.631 0.126
C 0.732 5.264 1.364
C -0.451 4.426 1.843
C -0.035 3.014 1.447
H 0.207 2.933 -0.727
H 0.793 5.093 -0.678
H 2.891 3.985 0.488
H 0.482 6.308 1.184
H 1.535 5.226 2.107
H -1.361 4.708 1.315
H -0.613 4.530 2.912
H -0.886 2.360 1.279
H 0.588 2.568 2.220
*
```

Calculated values
F_max   3.7 eV/A
Frontier orbital gap (alpha / beta)   4.5586 / 4.5264 eV
Energy above the lowest of the compared OMol25 structures with the same formula, charge and spin   1.257 eV
Calculated total energy   -4888.35238 Eh

(2)
Here is a structure of composition C41H34GeMnN5O6S2 from OMol25. Energies are from ωB97M-V/def2-TZVPD.

Geometry as ORCA input:
```
! wB97M-V def2-TZVPD RIJCOSX def2/J DEFGRID3
* xyz 2 1
Mn 0.174 -0.824 -1.293
C 0.133 -3.105 1.434
N -1.623 -1.339 1.082
C -2.576 -0.275 0.691
C -2.146 0.677 -0.407
N -0.988 0.800 -1.041
C -1.108 1.948 -1.841
C -0.179 2.579 -2.662
C -0.573 3.728 -3.308
C -1.869 4.253 -3.139
C -2.786 3.652 -2.304
C -2.364 2.495 -1.658
N -2.996 1.662 -0.734
C 1.095 -1.902 1.399
N 1.170 -0.884 0.549
C 2.281 -0.136 0.956
C 2.812 1.055 0.452
C 3.954 1.539 1.046
C 4.562 0.874 2.129
C 4.031 -0.280 2.656
C 2.875 -0.759 2.045
N 2.091 -1.874 2.302
H 1.312 -4.148 0.298
H -0.311 -3.265 2.407
H -1.880 -1.363 2.980
H -2.645 0.326 1.598
H -3.562 -0.681 0.484
H 0.819 2.179 -2.780
H 0.125 4.242 -3.958
H -2.149 5.152 -3.673
H -3.776 4.066 -2.155
H -3.929 1.778 -0.373
H 2.332 1.581 -0.358
H 4.400 2.450 0.671
H 5.463 1.287 2.563
H 4.485 -0.778 3.503
H 2.242 -2.559 3.025
O -3.403 -2.482 -3.283
S -2.210 -2.539 -2.519
O -1.014 -1.895 -3.062
O -2.372 -1.909 -1.091
C -2.096 -4.184 -1.795
C -2.488 -5.319 -2.457
C -2.649 -6.499 -1.720
C -2.459 -6.527 -0.351
C -2.070 -5.379 0.348
C -1.895 -4.243 -0.388
S -1.149 -2.706 0.139
O 0.775 -4.284 1.092
O -2.166 -1.944 2.257
O -0.010 -2.678 -0.896
H -2.695 -5.291 -3.521
H -2.956 -7.401 -2.233
H -2.607 -7.450 0.194
H -1.917 -5.400 1.419
C 1.405 -0.243 -2.082
Ge 2.855 -0.061 -3.542
C 4.243 1.074 -2.938
C 5.501 0.530 -2.678
C 6.553 1.359 -2.304
C 6.352 2.729 -2.196
C 5.102 3.280 -2.462
C 4.049 2.455 -2.833
C 3.290 -1.940 -3.620
C 3.406 -2.592 -4.848
C 3.683 -3.955 -4.896
C 3.851 -4.673 -3.721
C 3.741 -4.034 -2.490
C 3.456 -2.676 -2.439
C 1.873 0.637 -5.024
C 2.480 1.585 -5.850
C 1.772 2.146 -6.905
C 0.454 1.771 -7.134
C -0.159 0.829 -6.316
C 0.546 0.263 -5.263
H 5.668 -0.538 -2.775
H 7.532 0.937 -2.111
H 7.177 3.375 -1.918
H 4.953 4.351 -2.391
H 3.088 2.900 -3.069
H 3.277 -2.041 -5.773
H 3.773 -4.453 -5.853
H 4.080 -5.730 -3.763
H 3.901 -4.595 -1.576
H 3.384 -2.183 -1.474
H 3.507 1.891 -5.675
H 2.248 2.878 -7.546
H -0.097 2.214 -7.956
H -1.186 0.536 -6.499
H 0.056 -0.468 -4.636
*
```

Calculated values
F_max   3.2 eV/A
Frontier orbital gap (alpha / beta)   7.4997 / 7.5001 eV
Calculated total energy   -6331.53919 Eh

(3)
Here is a structure of composition C41H35AuClN2Si2 from OMol25. Energies are from ωB97M-V/def2-TZVPD.

Geometry as ORCA input:
```
! wB97M-V def2-TZVPD RIJCOSX def2/J DEFGRID3
* xyz 1 3
C -1.450 -0.510 4.893
C -2.147 -0.171 3.678
C -2.085 -1.323 2.795
H -2.587 0.796 3.451
C -1.126 -2.242 3.373
C -0.828 -1.783 4.710
H -0.261 -2.324 5.461
H -1.429 0.084 5.799
H -2.667 -1.471 1.882
H -0.674 -3.099 2.889
Au 3.331 -0.025 0.022
Si -0.457 0.247 -0.162
C -1.256 1.721 -0.866
C -0.412 2.771 -1.233
H 0.682 2.594 -1.268
C -1.020 3.996 -1.452
H -0.416 4.795 -1.871
C -2.361 4.193 -1.105
H -2.817 5.179 -1.274
C -3.186 3.125 -0.719
H -4.241 3.263 -0.511
C -2.635 1.847 -0.609
H -3.202 0.997 -0.177
C -0.985 -1.378 -0.733
C -1.891 -1.333 -1.799
H -2.136 -0.373 -2.275
C -2.567 -2.505 -2.132
H -3.334 -2.463 -2.897
C -2.255 -3.708 -1.503
H -2.817 -4.614 -1.748
C -1.144 -3.766 -0.654
H -0.818 -4.729 -0.270
C -0.445 -2.607 -0.310
H 0.455 -2.606 0.322
H 1.111 -0.155 -0.709
Si 2.093 0.288 -2.973
C 1.465 -1.335 -3.927
C 0.717 -1.443 -5.128
H 0.509 -0.550 -5.729
C 0.040 -2.632 -5.502
H -0.664 -2.628 -6.348
C 0.243 -3.800 -4.762
H -0.217 -4.738 -5.076
C 1.086 -3.760 -3.643
H 1.233 -4.665 -3.037
C 1.700 -2.551 -3.259
H 2.269 -2.555 -2.323
C 1.008 1.550 -4.028
C -0.390 1.384 -4.215
H -0.895 0.505 -3.798
C -1.217 2.338 -4.849
H -2.307 2.182 -4.901
C -0.656 3.494 -5.414
H -1.294 4.232 -5.938
C 0.736 3.659 -5.341
H 1.189 4.556 -5.791
C 1.538 2.686 -4.684
H 2.616 2.879 -4.657
H -0.976 0.565 1.083
Cl 3.982 0.604 -3.675
C 3.078 -2.828 4.030
C 2.976 -2.142 2.800
N 2.619 -0.851 2.738
C 2.234 -0.223 3.861
C 2.347 -0.836 5.150
C 2.802 -2.167 5.215
C 1.995 -0.092 6.308
C 1.372 1.122 6.218
C 1.068 1.688 4.931
C 0.269 2.839 4.760
C -0.060 3.270 3.487
C 0.496 2.573 2.397
N 1.264 1.493 2.507
C 1.545 1.057 3.739
H 3.400 -3.861 4.004
H 3.237 -2.624 1.842
H 2.962 -2.631 6.199
H 2.146 -0.532 7.291
H 1.015 1.691 7.095
H -0.111 3.324 5.661
H -0.715 4.129 3.303
H 0.322 2.911 1.380
*
```

Calculated values
F_max   3.8 eV/A
Frontier orbital gap (alpha / beta)   4.9630 / 4.4456 eV
Energy above the lowest of the compared OMol25 structures with the same formula, charge and spin   5.460 eV
Calculated total energy   -2867.31960 Eh
<S²>   2.030

(4)
Here is a structure of composition C41H35ClEuN2Si2 from OMol25. Energies are from ωB97M-V/def2-TZVPD.

Geometry as ORCA input:
```
! wB97M-V def2-TZVPD RIJCOSX def2/J DEFGRID3
* xyz 0 8
C -1.791 -0.729 5.013
C -2.626 -0.102 4.056
C -2.710 -0.948 2.926
H -3.111 0.853 4.169
C -1.929 -2.099 3.180
C -1.363 -1.962 4.468
H -0.714 -2.673 4.950
H -1.533 -0.340 5.984
H -3.275 -0.760 2.030
H -1.773 -2.914 2.493
Eu -0.543 -0.290 3.154
Si 2.784 0.113 -5.529
C 1.789 1.619 -6.024
C 2.198 2.438 -7.079
H 3.093 2.192 -7.637
C 1.469 3.565 -7.433
H 1.800 4.187 -8.255
C 0.315 3.892 -6.737
H -0.256 4.769 -7.013
C -0.109 3.087 -5.688
H -1.012 3.335 -5.145
C 0.622 1.962 -5.337
H 0.272 1.337 -4.524
C 1.865 -1.459 -5.961
C 0.659 -1.410 -6.666
H 0.236 -0.452 -6.943
C -0.016 -2.572 -7.007
H -0.949 -2.514 -7.552
C 0.503 -3.809 -6.647
H -0.024 -4.716 -6.911
C 1.697 -3.877 -5.943
H 2.103 -4.838 -5.655
C 2.370 -2.711 -5.604
H 3.297 -2.780 -5.047
H 3.055 0.091 -4.065
Si -0.444 -0.083 0.682
C -0.957 -1.669 -0.219
C -2.030 -1.660 -1.113
H -2.472 -0.717 -1.409
C -2.535 -2.839 -1.647
H -3.364 -2.803 -2.343
C -1.969 -4.058 -1.305
H -2.358 -4.977 -1.722
C -0.896 -4.088 -0.421
H -0.441 -5.034 -0.157
C -0.405 -2.908 0.115
H 0.436 -2.951 0.796
C -1.505 1.269 -0.128
C -2.734 1.618 0.434
H -3.046 1.142 1.356
C -3.556 2.572 -0.151
H -4.506 2.824 0.305
C -3.158 3.203 -1.320
H -3.792 3.950 -1.780
C -1.939 2.870 -1.898
H -1.622 3.359 -2.811
C -1.127 1.912 -1.309
H -0.179 1.662 -1.769
H 4.098 0.191 -6.224
Cl 1.530 0.322 -0.190
C 2.892 -2.377 5.488
C 1.904 -2.049 4.551
N 1.252 -0.858 4.638
C 1.548 0.042 5.608
C 2.532 -0.243 6.576
C 3.202 -1.472 6.509
C 2.811 0.701 7.577
C 2.127 1.927 7.599
C 1.162 2.213 6.619
C 0.471 3.431 6.593
C -0.477 3.671 5.591
C -0.735 2.684 4.632
N -0.068 1.501 4.678
C 0.870 1.254 5.629
H 3.403 -3.328 5.428
H 1.642 -2.751 3.771
H 3.961 -1.730 7.238
H 3.555 0.494 8.337
H 2.356 2.648 8.374
H 0.664 4.192 7.340
H -1.014 4.610 5.565
H -1.480 2.853 3.866
*
```

Calculated values
F_max   10.8 eV/A
Frontier orbital gap (alpha / beta)   5.6759 / 4.3690 eV
Energy above the lowest of the compared OMol25 structures with the same formula, charge and spin   9.003 eV
Calculated total energy   -3442.12388 Eh
<S²>   15.908